Record 1
Below is C33H74As2Ge2MgN2SSi3 as an isolated structure, with properties calculated with wB97M-V/def2-TZVPD.

Each line ends with the Mulliken charge.
Positions of all 118 atoms, in Å:
As 2.5296 0.7696 0.4224  -0.48
As -2.2008 2.8915 0.0383  1.12
Ge -1.8984 -1.9127 0.9345  -0.45
Ge -0.7783 -0.3187 2.7816  -0.23
S -0.9358 -0.1511 -2.5372  0.22
Si 2.8719 1.4385 -1.8489  0.27
Si 4.6167 -0.5713 0.8279  0.39
Si 2.8603 2.7693 1.7259  0.38
Mg -0.0859 0.4910 0.2891  1.45
N -0.7437 1.1121 -4.8524  0.43
N -0.5022 -1.2005 -4.9162  0.22
C -4.5100 -2.0147 -0.4829  -1.46
C -3.3869 -1.0487 -0.1416  1.07
C 4.4923 2.2391 -2.4602  -1.26
C -1.8977 -1.6655 3.6562  -0.27
C 2.6186 -0.1991 -2.8071  -0.44
C 4.5156 3.6527 1.3970  -1.02
C 2.7396 2.4171 3.5971  -1.00
C -1.2339 1.4222 3.7144  -0.28
C -0.5898 -2.9674 -0.2246  1.06
C -2.7307 1.6558 3.8321  -1.64
C 1.4002 3.9093 1.2547  -0.55
C 0.0466 1.4337 -6.0233  -1.20
C -2.1486 4.3093 1.4038  -1.37
C -3.6925 -4.4734 1.9976  0.33
C -1.5162 2.2139 -4.3315  -1.17
C -2.2961 4.1702 -1.4578  -1.40
C -4.4804 -5.5858 2.2117  -1.33
C 1.4561 2.6670 -2.2290  -0.51
C -4.2903 -5.2416 4.5787  -0.82
C 4.4877 -2.1326 -0.2741  -1.11
C 4.8126 -1.0334 2.6735  -0.90
C -0.9117 -1.3411 -6.3004  -1.28
C -0.7028 -0.0753 -4.2118  -0.84
C 1.4702 -2.2298 3.0054  -1.09
C -3.1985 -3.7213 3.0617  0.47
C -0.1850 -2.4509 -4.2651  -1.04
C -4.7901 -5.9668 3.5079  -0.54
C 1.0786 -0.8200 3.4143  0.53
C -3.5004 -4.1312 4.3632  -0.55
C -1.1074 -4.3532 -0.5728  -1.67
C 6.1219 0.4642 0.2612  -0.98
C -2.3978 -2.5483 2.7826  -0.06
C -4.1333 2.5276 0.0648  -1.50
H -5.4130 -6.8274 3.6837  0.43
H 4.7198 -1.9005 -1.3091  0.32
H 0.3893 -3.0660 -4.9544  0.47
H 0.6448 -2.9220 3.1740  0.37
H 4.3930 -0.2854 3.3392  0.18
H 5.2030 -2.8824 0.0491  0.48
H 3.5242 1.7483 3.9347  0.33
H 2.3115 -2.5874 3.5938  0.34
H -3.2205 0.7831 4.2634  0.44
H 0.5280 2.3954 -1.7184  -0.10
H 0.3637 -3.0546 0.3002  0.23
H -0.0465 -1.4086 -6.9614  0.37
H -4.4196 1.9173 -0.7896  0.38
H 1.8314 -0.1086 3.0685  -0.88
H 0.4041 -2.2719 -3.3692  0.11
H -3.1769 1.8517 2.8555  0.30
H -4.5173 -5.5471 5.5879  0.42
H -3.7829 -0.2214 0.4496  -0.13
H 4.4422 4.7024 1.6702  0.42
H -3.4410 -4.1615 0.9881  0.49
H 2.1680 -0.0370 -3.7807  0.23
H -2.1276 1.8538 -3.5072  0.20
H 1.7582 -2.2537 1.9499  0.00
H 3.5583 -0.7143 -2.9702  0.58
H 1.5543 4.3715 0.2839  0.40
H 1.7236 3.6795 -1.9408  0.53
H 1.7830 1.9927 3.8861  0.15
H 4.3448 -1.9859 2.8954  0.28
H 5.8662 -1.1335 2.9173  0.50
H -3.0972 4.8415 1.3787  0.46
H -1.3091 4.5112 -1.7680  0.30
H 1.9636 -0.8588 -2.2381  -0.29
H -2.0692 -1.7484 4.7201  0.52
H 1.2603 2.6790 -3.2954  0.16
H -1.9863 3.9357 2.4099  0.33
H -4.1419 -2.8565 -1.0663  0.28
H -5.2736 -1.5126 -1.0744  0.38
H -2.8670 5.0355 -1.1176  0.53
H 4.9185 2.9228 -1.7328  0.29
H -2.9483 -0.6423 -1.0552  -0.26
H 1.2936 4.7109 1.9780  0.62
H -4.9781 -2.3972 0.4223  0.38
H 0.5890 2.3657 -5.8310  0.40
H -1.5378 -0.5108 -6.6104  0.42
H -0.5788 1.5861 -6.9077  0.37
H 2.8586 3.3432 4.1511  0.45
H -1.3538 5.0126 1.1565  0.42
H 5.2467 1.4971 -2.7036  0.46
H 5.3136 3.2232 1.9949  0.35
H -2.1647 2.5983 -5.1197  0.41
H 4.3039 2.8087 -3.3651  0.38
H 1.0338 -0.7586 4.5005  0.75
H 6.0675 0.7040 -0.7951  0.20
H -2.9310 2.5100 4.4761  0.39
H 7.0380 -0.0996 0.4163  0.44
H -2.0432 -4.2894 -1.1239  0.34
H -3.1132 -3.5789 5.2051  0.40
H -4.4468 2.0189 0.9726  0.44
H -1.4986 -2.2541 -6.3974  0.42
H -1.0936 -2.9894 -3.9849  0.39
H 0.4595 3.3501 1.2253  -0.45
H -1.2727 -4.9423 0.3277  0.46
H -0.3874 -4.8834 -1.1940  0.41
H -0.8111 1.3133 4.7136  0.73
H 4.8054 3.6066 0.3509  0.14
H -0.4388 -2.3799 -1.1326  -0.41
H -0.8758 3.0249 -3.9783  0.37
H -2.8100 3.7355 -2.3124  0.39
H -0.7449 2.2675 3.2259  0.06
H -4.8522 -6.1563 1.3741  0.42
H 0.7733 0.6499 -6.2247  0.36
H 6.2181 1.3919 0.8154  0.24
H -4.6638 3.4758 0.0035  0.54
H 3.5003 -2.5862 -0.2432  0.22

Output
**E_HOMO**: -12.70 eV
**Charge**: +2
**ΔE to the lowest compared entry with this formula, charge and spin**: 180.38 kJ/mol
**E_tot**: -313013.86892 eV
**M**: 934.7 Da

***

Record 2
Below is C10H20IrN2PS as an isolated structure, with properties calculated with wB97M-V/def2-TZVPD.

Each line ends with the Mulliken spin population.
Positions of all 35 atoms, in Å:
Ir -0.2309 0.0786 -1.6812  1.73
S 0.3559 1.4067 -0.0552  0.72
P -0.3053 -2.0551 -1.1006  0.04
N 1.3711 -0.1281 1.8416  0.07
N -0.9732 0.1770 1.9002  0.12
C 0.2279 0.3862 1.3627  0.55
C -2.1530 0.7034 1.1986  -0.01
C 0.6902 0.3672 -3.6627  0.10
C -0.6983 -0.0257 -3.8132  0.02
C -0.6381 2.0970 -2.8247  0.20
C -1.5087 1.0299 -3.2421  0.17
C 1.6533 -0.2166 3.2828  0.10
C 2.5625 -0.0276 0.9855  0.02
C 0.7175 1.6792 -3.0635  0.11
C -1.2039 -0.9012 2.8783  0.00
H -1.0671 -0.9489 -4.2537  0.01
H 0.8451 0.2138 3.8801  -0.03
H 1.8308 -1.2661 3.5522  0.02
H -2.1454 0.3825 0.1352  0.01
H -0.9957 -0.5491 3.8975  0.00
H 2.7302 1.0247 0.6960  -0.02
H 0.7971 -2.8040 -1.6307  0.03
H 2.5691 0.3468 3.4766  -0.02
H 3.4309 -0.3973 1.5237  0.00
H -2.2631 -1.1507 2.8416  0.00
H -1.4016 -2.6806 -1.7765  0.02
H -2.1519 1.8027 1.2576  0.00
H -3.0528 0.3150 1.6792  0.00
H -0.6098 -1.7866 2.6150  0.00
H -0.9441 3.0310 -2.3503  -0.01
H 2.4250 -0.6310 0.0744  0.01
H -2.5886 1.0211 -3.1488  0.02
H -0.4426 -2.5193 0.2527  0.03
H 1.5594 -0.2186 -3.9366  0.00
H 1.6080 2.2435 -2.7916  -0.02

Output
**E_HOMO (alpha / beta)**: -3.54 / -7.90 eV
**⟨S²⟩**: 6.02
**ΔE to the lowest compared entry with this formula, charge and spin**: 0.00 kJ/mol
**E_tot**: -36630.42875 eV
**Multiplicity**: 5
**M**: 423.5 Da

***

Record 3
Below is a 2-piece molecular cluster, C5H15NO2 overall, with properties calculated with wB97M-V/def2-TZVPD.

Each line ends with the Mulliken charge.
Positions of all 23 atoms, in Å:
O -0.3360 1.8530 1.0040  -0.57
O -2.2344 -0.5146 1.4179  -0.63
N 0.5181 -0.7060 0.7309  -0.45
C 0.3098 1.4892 -0.1472  0.53
C -1.1749 -0.1916 -1.3166  -1.84
C 1.7686 1.7500 -0.1805  -1.47
C 0.1728 -0.0041 -0.5526  0.25
C 0.6958 -2.1833 0.5467  -0.76
H -2.1274 -0.1413 -0.7511  0.28
H -0.2430 -0.5432 1.4068  0.21
H 2.4149 1.0790 0.3079  0.35
H -2.9457 -0.0218 1.0513  0.34
H -0.2233 2.1563 -1.0005  0.18
H 1.5430 -2.1577 -0.2854  0.28
H -1.9954 -1.1308 0.6304  0.30
H -1.1296 0.4497 -2.1922  0.48
H 2.0634 1.9101 -1.2766  0.28
H 2.1383 2.5911 0.3991  0.41
H -0.9842 -1.1083 -1.8333  0.49
H -0.2080 1.1449 1.8324  0.39
H 1.0915 -0.3631 -1.3483  0.44
H -0.2469 -2.6739 0.0630  0.24
H 1.1326 -2.6836 1.4939  0.30

Output
**E_HOMO**: -9.07 eV
**SMILES**: CN[C@@H](C)[C@H](C)O.O
**ΔE to the lowest compared entry with this formula, charge and spin**: 341.35 kJ/mol
**E_tot**: -11010.40847 eV
**M**: 121.2 Da

***

ΔE to the lowest compared entry with this formula, charge and spin of number 3 (C5H15NO2)? 341.35 kJ/mol